# 1
Molecular formula: C34H52BN9O4S3SeTm
Method: DFT, the ωB97M-V functional and the def2-TZVPD basis

Atoms and positions in Å:
Tm: 1.0205 -1.8179 -1.5349
C: 2.8148 -1.0274 2.4379
C: 1.3502 -0.7997 2.4589
C: 0.5580 -1.2216 3.4826
C: -0.8466 -1.0755 3.3852
N: -1.4019 -0.5618 2.3202
N: -0.6422 -0.1362 1.3038
B: -1.3441 0.2556 0.0112
N: -1.8674 -0.8427 -0.9210
N: -2.7589 -0.1366 -0.2232
C: -4.0579 -0.2351 -0.3140
C: -4.5206 -1.2666 -1.1656
C: -3.6512 -2.0705 -1.8609
C: -4.1138 -3.1477 -2.7631
C: -2.2254 -1.8465 -1.7649
S: -1.1743 -2.7118 -2.7370
C: -4.9233 0.7364 0.4485
C: -4.6416 0.5195 1.9381
C: -6.4173 0.5352 0.1966
C: -4.5138 2.1513 0.0104
N: -0.8370 1.5645 -0.5665
N: -0.6112 2.4773 0.3902
C: 0.0075 3.5881 0.1102
C: 0.3441 3.9134 -1.2275
C: 0.1165 3.0051 -2.2188
C: 0.5233 3.2462 -3.6247
C: -0.4212 1.7335 -1.8521
S: -0.4294 0.4616 -2.9573
C: 0.4698 4.4419 1.2682
C: -0.6220 4.5483 2.3333
C: 1.6939 3.7019 1.8356
C: 0.8898 5.8483 0.8324
C: 0.7132 -0.2317 1.3193
S: 1.6905 0.2961 0.0230
C: -1.6810 -1.5572 4.5505
C: -3.1686 -1.3332 4.3129
C: -1.4182 -3.0573 4.7452
C: -1.2628 -0.7945 5.8163
H: 3.1681 -1.3363 3.4172
H: 3.3390 -0.1386 2.0928
H: 3.0134 -1.8333 1.7258
H: 1.0026 -1.6989 4.3393
H: -5.5831 -1.4090 -1.2678
H: -5.1957 -3.2384 -2.7544
H: -3.6600 -4.1000 -2.4843
H: -3.7681 -2.9451 -3.7782
H: -4.9750 -0.4727 2.2304
H: -5.1851 1.2468 2.5343
H: -3.5798 0.6055 2.1473
H: -6.7477 -0.4509 0.5121
H: -6.6822 0.6887 -0.8455
H: -6.9642 1.2653 0.7869
H: -3.4839 2.3622 0.2858
H: -5.1547 2.8889 0.4856
H: -4.6221 2.2556 -1.0667
H: 0.7969 4.8621 -1.4550
H: 0.9184 4.2517 -3.7429
H: -0.3156 3.0850 -4.3001
H: 1.2874 2.5202 -3.9011
H: -0.9258 3.5608 2.6654
H: -1.4890 5.0685 1.9317
H: -0.2505 5.1113 3.1866
H: 1.4004 2.7285 2.2227
H: 2.1376 4.2909 2.6341
H: 2.4373 3.5446 1.0554
H: 0.0970 6.3436 0.2759
H: 1.7939 5.8218 0.2302
H: 1.1009 6.4439 1.7170
H: -3.4785 -1.8438 3.4080
H: -3.3782 -0.2734 4.2180
H: -3.7359 -1.7261 5.1522
H: -1.6238 -3.6061 3.8301
H: -2.0648 -3.4325 5.5341
H: -0.3899 -3.2576 5.0292
H: -1.3898 0.2772 5.6841
H: -0.2295 -0.9875 6.0863
H: -1.8851 -1.1113 6.6491
O: 1.2582 -4.2810 1.4640
Se: 0.6984 -3.9066 0.0463
O: 1.9307 -3.5470 -1.0241
O: 0.0131 -2.3673 0.1074
O: -0.3485 -4.8771 -0.6017
C: 6.5799 -1.3868 -1.8533
C: 5.5697 -2.1158 -0.9810
N: 4.2305 -1.8384 -1.4751
C: 3.9587 -1.6314 -2.8051
N: 2.6874 -1.4715 -3.1133
C: 2.3560 -1.2175 -4.5202
C: 3.4601 -0.4245 -5.2051
C: 4.7385 -1.2333 -5.0799
N: 4.9812 -1.5160 -3.6777
C: 6.3443 -1.8263 -3.2906
H: 7.5965 -1.6273 -1.5431
H: 6.4302 -0.3078 -1.7706
H: 5.6234 -1.7604 0.0522
H: 5.7804 -3.1947 -0.9839
H: 3.5118 -2.3916 -0.9968
H: 1.4128 -0.6608 -4.5508
H: 2.2039 -2.1761 -5.0381
H: 3.5855 0.5346 -4.6987
H: 3.2191 -0.2470 -6.2503
H: 5.5943 -0.6755 -5.4687
H: 4.6563 -2.1697 -5.6469
H: 7.0192 -1.2982 -3.9669
H: 6.5371 -2.9025 -3.3936

Values from the calculation:
net charge: +1
gap between HOMO and LUMO: 7.54 eV
HOMO energy: -10.80 eV
spin multiplicity: 3
LUMO energy: -3.26 eV
<S²>: 2.0022
energy: -6826.51375 hartree

---

# 2
Molecular formula: C24H64AsF6O24S8
Method: DFT, the ωB97M-V functional and the def2-TZVPD basis

Atoms and positions in Å:
As: 30.0142 1.0114 5.2508
F: 31.7554 0.8052 5.4478
F: 29.9964 2.1179 6.7499
F: 28.2645 1.0146 5.0409
F: 30.1616 -0.1096 3.9415
F: 29.8193 -0.3703 6.3477
F: 30.3565 2.3922 4.1459
O: 24.9834 -4.3958 9.4465
S: 25.0608 -3.0847 8.8674
O: 23.8971 -2.1495 8.8966
O: 26.3509 -2.3020 9.5693
C: 26.2523 -0.9241 9.9412
C: 27.5762 -0.3419 10.4483
C: 25.7284 -3.1758 7.1184
H: 25.4796 -0.7907 10.6983
H: 25.8900 -0.3669 9.0772
H: 27.4134 0.2933 11.3190
H: 28.1386 0.2807 9.7525
H: 28.3243 -1.0470 10.8103
H: 26.7089 -3.6464 7.1915
H: 25.7227 -2.1752 6.6863
H: 25.2307 -3.9440 6.5265
O: 25.6377 10.2464 6.4821
S: 24.7856 9.4726 5.5446
O: 24.6417 10.0039 4.1930
O: 25.2505 7.8920 5.4677
C: 25.8231 7.3119 6.5866
C: 26.5561 5.9731 6.2663
C: 23.0278 9.2381 6.2703
H: 25.1427 7.1959 7.4302
H: 26.5931 8.0362 6.8522
H: 27.0433 6.0024 5.2917
H: 25.9061 5.1033 6.1715
H: 27.2813 5.8369 7.0685
H: 22.4696 10.1392 6.0161
H: 23.3049 9.2089 7.3241
H: 22.4762 8.4037 5.8373
O: 31.7143 7.6853 11.6955
S: 32.0496 6.4428 12.3078
O: 33.2915 5.7164 11.9678
O: 31.9326 6.5339 13.9846
C: 32.5335 5.5063 14.7377
C: 33.3687 6.0047 15.9338
C: 30.6485 5.3289 12.0855
H: 33.3165 4.9870 14.1851
H: 31.7492 4.7763 14.9379
H: 33.4308 7.0929 15.9249
H: 34.3715 5.5788 15.9004
H: 32.9420 5.6261 16.8627
H: 30.5693 5.2902 10.9991
H: 29.7832 5.8425 12.5046
H: 30.9420 4.3690 12.5104
O: 21.4052 2.9179 1.3302
S: 21.8134 3.4525 2.6511
O: 20.8460 3.7087 3.6387
O: 23.0348 2.5224 3.2027
C: 22.8238 1.6383 4.2652
C: 21.9384 0.3831 3.9146
C: 22.6438 5.0224 2.4349
H: 22.3894 2.0086 5.1938
H: 23.7573 1.2664 4.6875
H: 22.1270 -0.0794 2.9457
H: 20.8790 0.6285 3.9891
H: 22.2987 -0.3335 4.6527
H: 22.6025 5.4092 1.4166
H: 23.6975 4.7812 2.5747
H: 22.3288 5.6477 3.2703
O: 34.1206 -5.3843 10.3635
S: 32.9526 -5.7260 9.5312
O: 33.1551 -6.1746 8.1556
O: 31.9808 -6.8253 10.3124
C: 30.8496 -7.3410 9.5853
C: 30.5392 -8.6867 10.2847
C: 31.7948 -4.2433 9.5755
H: 31.1172 -7.6416 8.5723
H: 30.2558 -6.4387 9.7312
H: 30.0970 -8.6710 11.2808
H: 31.4094 -9.3363 10.3787
H: 29.7408 -9.2418 9.7923
H: 31.4934 -4.0598 10.6068
H: 30.8913 -4.3803 8.9814
H: 32.3779 -3.4358 9.1328
O: 36.3887 6.0174 7.7694
S: 35.9545 4.7548 7.1599
O: 36.8142 4.0433 6.2456
O: 35.7791 3.7297 8.4211
C: 35.0956 2.5355 8.2116
C: 35.5395 1.5467 9.2679
C: 34.1261 5.0321 6.6208
H: 35.2804 2.0102 7.2745
H: 34.0274 2.7111 8.3388
H: 35.2874 1.8634 10.2800
H: 36.6229 1.4797 9.3661
H: 35.0868 0.5569 9.3277
H: 33.5476 5.0643 7.5441
H: 33.6278 4.1547 6.2085
H: 34.0006 5.9902 6.1164
O: 32.7193 -7.5373 2.5123
S: 32.2496 -6.3295 1.9540
O: 32.8562 -5.8250 0.6876
O: 30.5653 -6.4226 1.7922
C: 29.8012 -7.4222 2.5502
C: 28.4608 -7.7282 2.0107
C: 32.3129 -5.0143 3.1770
H: 29.7521 -7.2120 3.6186
H: 30.4179 -8.3172 2.6321
H: 28.7042 -8.1574 1.0387
H: 27.8252 -6.8640 1.8175
H: 27.8939 -8.2891 2.7537
H: 33.3252 -4.6417 3.3337
H: 31.7183 -5.3737 4.0168
H: 31.7293 -4.2269 2.7000
O: 30.4389 1.3965 -5.2960
S: 28.9845 1.3133 -5.1276
O: 28.2963 0.2150 -5.7371
O: 28.6124 1.3766 -3.4569
C: 29.3446 2.2975 -2.6459
C: 28.5409 2.6172 -1.4048
C: 28.1605 2.9435 -5.5838
H: 29.4617 3.2055 -3.2374
H: 30.2911 1.8549 -2.3356
H: 28.1613 1.9010 -0.6759
H: 27.6612 3.0045 -1.9188
H: 29.1608 3.2861 -0.8079
H: 28.7968 3.7744 -5.2791
H: 27.1689 3.0850 -5.1538
H: 28.0229 2.8386 -6.6600

Values from the calculation:
net charge: -1
gap between HOMO and LUMO: 10.63 eV
HOMO energy: -9.20 eV
LUMO energy: 1.42 eV
energy relative to the best compared isomer or geometry (same formula, charge and spin): 814.3 kJ/mol
energy: -8778.95993 hartree

---

# 3
Molecular formula: C3H7O
Method: DFT, the ωB97M-V functional and the def2-TZVPD basis

Atoms and positions in Å:
C: 2.1386 0.3245 -0.0781
C: -1.5036 -0.6560 0.1174
C: -0.5392 0.3778 0.0823
O: 1.2452 -0.1381 0.5493
H: 3.1575 0.1384 0.1949
H: 1.8671 0.7602 -1.1863
H: -2.4240 -0.1843 -0.2011
H: -1.2567 -1.4574 -0.6458
H: -1.7960 -1.2124 1.0373
H: -0.7248 1.1739 0.9610
H: -0.1640 0.8733 -0.8309

Values from the calculation:
net charge: +1
gap between HOMO and LUMO: 11.63 eV
HOMO energy: -16.94 eV
LUMO energy: -5.31 eV
energy relative to the best compared isomer or geometry (same formula, charge and spin): 177.3 kJ/mol
energy: -193.36289 hartree

---

# 4
Molecular formula: C34H99N5O20
Method: DFT, the ωB97M-V functional and the def2-TZVPD basis

Atoms and positions in Å:
C: -0.8843 1.2361 3.9803
C: -1.2839 0.9770 5.4346
C: -0.1476 0.3390 6.2776
O: 0.1742 -1.0003 5.9380
C: 0.9942 -1.5793 6.8505
N: -1.8174 2.2068 5.9636
H: -0.0189 1.8965 3.9253
H: -1.7526 1.6853 3.4982
H: -0.7040 0.2876 3.4745
H: -2.0778 0.2689 5.1972
H: -0.2493 0.6041 7.3300
H: 0.7901 0.8601 6.0848
H: 0.5882 -1.6988 7.8549
H: 1.9018 -0.9946 7.0012
H: 1.2346 -2.5485 6.4135
H: -2.2094 2.1318 6.8913
H: -0.9967 2.7729 6.1252
C: 4.0199 6.5280 3.1623
C: 3.9109 5.1724 2.4413
C: 2.5063 4.8338 1.7940
O: 1.4898 4.7234 2.8120
C: 0.0782 4.9018 2.4134
N: 4.9730 4.8575 1.4746
H: 3.1156 6.8703 3.6652
H: 4.1903 7.4146 2.5515
H: 4.8401 6.4598 3.8770
H: 3.9899 4.3724 3.1774
H: 2.5511 3.9122 1.2136
H: 2.2504 5.5967 1.0587
H: -0.5708 4.9089 3.2892
H: -0.1746 4.1299 1.6866
H: -0.2001 5.8283 1.9111
H: 4.8031 3.9735 1.0166
H: 5.0694 5.5244 0.7222
C: -3.2990 3.2117 -2.5882
C: -2.4434 2.7720 -1.3496
C: -3.0951 3.3420 -0.0063
O: -2.4530 4.5609 0.3667
C: -3.0170 5.7356 -0.2176
N: -2.5502 1.3134 -1.2360
H: -3.8892 4.1226 -2.4876
H: -3.9818 2.4774 -3.0155
H: -2.5954 3.3837 -3.4027
H: -1.3670 2.9138 -1.4469
H: -2.9226 2.5987 0.7720
H: -4.1691 3.5279 0.0028
H: -4.0914 5.9022 -0.1400
H: -2.8517 5.7859 -1.2939
H: -2.5135 6.5577 0.2911
H: -1.7565 0.9641 -0.7182
H: -3.4011 1.1721 -0.7105
C: 5.3357 -2.4530 2.8380
C: 3.9303 -2.8076 2.2900
C: 3.8559 -4.2598 1.8010
O: 2.7757 -4.2846 0.8173
C: 2.5572 -5.6185 0.3068
N: 3.0138 -2.6535 3.3973
H: 5.4376 -1.3996 3.0989
H: 5.9285 -2.5910 1.9338
H: 5.6611 -3.0681 3.6769
H: 3.6820 -2.1264 1.4762
H: 3.8636 -4.9901 2.6102
H: 4.6914 -4.6753 1.2377
H: 3.3165 -6.1929 -0.2239
H: 1.6275 -5.5621 -0.2595
H: 2.3490 -6.3632 1.0751
H: 2.9217 -1.6918 3.6917
H: 2.0737 -2.9652 3.1992
C: -0.3010 -3.3705 -0.4016
C: -0.8332 -1.9704 -0.1749
C: 0.3033 -0.9294 0.0802
O: -0.3639 0.3006 0.2542
C: 0.4256 1.4273 0.5825
N: -1.4189 -1.7001 -1.4719
H: 0.2048 -3.7508 0.4860
H: 0.5217 -3.2725 -1.1099
H: -1.1157 -4.0604 -0.6215
H: -1.6004 -1.9270 0.5982
H: 0.9706 -0.8645 -0.7792
H: 0.8348 -0.9624 1.0313
H: 0.8734 1.3684 1.5746
H: -0.2417 2.2814 0.4672
H: 1.1201 1.6333 -0.2319
H: -0.7823 -1.6296 -2.2528
H: -1.6851 -0.7358 -1.3323
O: -4.1597 -1.6863 -2.5506
H: -3.2065 -1.6826 -2.4631
H: -4.4330 -2.5181 -2.1638
C: -1.1529 -3.6635 3.7543
C: -2.3185 -3.0408 4.5013
O: -1.9535 -2.7473 5.8220
O: -0.0020 -2.9736 3.6681
H: -1.3990 -3.8621 2.7112
H: -1.0156 -4.6038 4.2881
H: -3.1642 -3.6957 4.2913
H: -2.6904 -2.1522 3.9911
H: -1.2204 -2.1445 5.9661
H: -0.2706 -2.0550 3.7434
C: -0.3929 1.7046 -4.2194
C: 0.2778 3.0719 -3.8044
O: 1.1037 2.7933 -2.6204
O: 0.5204 1.0830 -5.1668
H: -1.2846 1.9213 -4.8077
H: -0.7295 1.1235 -3.3609
H: -0.5549 3.7381 -3.5785
H: 0.7529 3.4647 -4.7032
H: 1.9704 2.6419 -3.0044
H: 0.5686 1.6280 -5.9557
C: 1.5878 -2.3684 -4.0115
C: 2.6892 -1.5933 -3.4191
O: 2.1817 -0.4429 -2.8186
O: 1.2749 -1.7430 -5.2182
H: 0.7212 -2.4434 -3.3547
H: 1.8939 -3.3607 -4.3429
H: 3.4681 -1.3271 -4.1336
H: 3.0250 -2.3213 -2.6806
H: 2.2982 0.3155 -3.3954
H: 1.1433 -0.8226 -4.9794
C: -2.2295 -0.3777 -6.8433
C: -2.8073 -1.0394 -5.4948
O: -3.7768 -0.2177 -4.9391
O: -0.9325 -0.9207 -7.0433
H: -2.1616 0.7057 -6.7452
H: -2.8194 -0.5468 -7.7442
H: -2.0352 -1.3984 -4.8144
H: -3.4254 -1.8649 -5.8480
H: -4.2795 -0.7537 -4.3213
H: -0.2543 -0.4845 -6.5222
C: -4.5772 -1.6085 1.1127
C: -4.3588 -0.2682 1.9351
O: -5.6453 0.2448 2.0862
O: -4.5356 -2.7019 2.0250
H: -3.7952 -1.8572 0.3953
H: -5.4897 -1.7188 0.5267
H: -3.7585 0.4895 1.4315
H: -3.9320 -0.3722 2.9327
H: -5.9910 0.5596 1.2478
H: -5.3702 -2.6890 2.4991
C: 4.2837 1.5896 -0.9422
C: 4.8257 2.2759 -2.2284
O: 4.2921 1.8579 -3.4636
O: 4.6729 2.3528 0.2364
H: 4.6616 0.5693 -1.0080
H: 3.1981 1.5566 -1.0342
H: 5.8888 2.0359 -2.2121
H: 4.8685 3.3629 -2.1609
H: 4.8787 2.1580 -4.1618
H: 5.4913 1.9557 0.5434
C: -2.6051 -5.6597 -4.3764
C: -1.3535 -4.7658 -4.2180
O: -1.2193 -3.8688 -5.2116
O: -3.6285 -4.7726 -4.0272
H: -2.6838 -6.4906 -3.6754
H: -2.6794 -6.2400 -5.2961
H: -0.4987 -5.4377 -4.2955
H: -1.4842 -4.2367 -3.2741
H: -0.3832 -3.4018 -5.2781
H: -3.8000 -4.1876 -4.7688

Values from the calculation:
gap between HOMO and LUMO: 8.80 eV
HOMO energy: -8.80 eV
LUMO energy: 0.00 eV
energy: -3132.99890 hartree

---

# 5
Molecular formula: C5H6FNO
Method: DFT, the ωB97M-V functional and the def2-TZVPD basis

Atoms and positions in Å:
O: 3.2476 -1.2088 -0.0557
C: 2.0902 -0.8966 0.0773
C: 1.6216 0.4969 0.0341
F: 2.5721 1.4245 -0.3000
C: 0.3220 0.9132 0.1540
C: -0.8046 0.0432 0.4792
C: -2.1615 0.1626 -0.1506
N: -1.2705 -0.9641 -0.4716
H: 1.3471 -1.6271 0.3965
H: 0.1551 2.0039 0.2038
H: -0.9115 -0.3051 1.5135
H: -2.3571 0.9195 -0.9008
H: -3.0229 -0.1380 0.4425
H: -0.8276 -0.8240 -1.4222

Values from the calculation:
gap between HOMO and LUMO: 9.50 eV
HOMO energy: -9.97 eV
LUMO energy: -0.47 eV
energy relative to the best compared isomer or geometry (same formula, charge and spin): 327.6 kJ/mol
energy: -423.89467 hartree

---

# 6
Molecular formula: C12H16NOP
Method: DFT, the ωB97M-V functional and the def2-TZVPD basis

Atoms and positions in Å:
C: 2.2980 2.1601 1.5206
C: 1.2480 2.8850 1.0576
C: 0.6075 2.6643 -0.3457
P: -0.7591 1.4064 -0.2936
O: -0.3969 0.7564 -1.7326
C: -1.2271 -0.2729 -2.3523
N: -2.4469 0.0712 -2.9905
C: -1.4965 -1.4156 -1.4531
C: -1.5752 -2.6971 -1.7609
C: 0.0822 0.1264 0.7717
C: -0.0846 0.2316 2.1735
C: 0.4899 -0.7925 2.9760
C: 1.1492 -1.8487 2.2732
C: 1.2666 -1.9289 0.9004
C: 0.8005 -0.8862 0.1532
H: 2.7220 2.4576 2.4801
H: 2.5031 1.1404 1.2218
H: 0.8175 3.5992 1.7380
H: 1.3312 2.3868 -0.9933
H: 0.2304 3.5334 -0.8201
H: -0.6411 -0.6645 -3.1065
H: -2.4218 0.7268 -3.7176
H: -3.2545 0.0871 -2.4558
H: -1.8417 -1.2347 -0.4843
H: -2.0487 -3.5153 -1.0510
H: -1.4067 -3.1889 -2.7746
H: -0.4994 1.1209 2.6038
H: 0.4031 -0.7573 4.0348
H: 1.3825 -2.5966 2.9005
H: 1.7150 -2.7347 0.4286
H: 1.0536 -0.8195 -0.9018

Values from the calculation:
gap between HOMO and LUMO: 9.28 eV
HOMO energy: -8.33 eV
LUMO energy: 0.95 eV
energy relative to the best compared isomer or geometry (same formula, charge and spin): 304.1 kJ/mol
energy: -938.09471 hartree